# C26H68N4O10

A 6-piece molecular cluster, C26H68N4O10 overall at a distorted geometry (ωB97M-V with the def2-TZVPD basis set, the Open Molecules 2025 dataset).

Geometry as XYZ:
```
108
Properties=species:S:1:pos:R:3:forces:R:3
H 1.1691 1.9807 0.1669 0.2 0.2 -0.2
O -1.9936 -2.1918 -5.8625 0.7 0.7 0.2
H 1.8627 -0.4547 -4.8956 -0.2 -0.1 0.0
H 2.4645 2.9955 -0.5195 -0.1 0.1 0.1
H 0.2352 2.2408 5.8159 0.4 -0.1 0.3
H -5.2930 -1.3670 1.8297 -0.1 0.1 0.2
O -0.0443 4.1608 7.1949 0.3 -0.1 0.2
H 0.4612 -2.7460 -1.6922 0.0 0.1 -0.1
N -0.0881 -0.3348 -4.1205 0.6 -0.7 -0.5
C -1.5704 -3.9686 -2.3652 -0.7 -1.5 0.1
N -3.6791 -1.2330 -3.5564 0.2 -0.6 1.0
O -5.0485 -1.0927 -0.1446 -0.3 -0.5 -0.6
H 0.9793 -0.1698 -7.3570 0.1 0.3 0.2
H 0.0985 1.8431 8.1790 0.2 0.2 0.2
O -1.1810 0.9151 4.6477 0.1 0.2 0.8
C 2.1885 2.3600 0.3335 -0.5 -0.6 0.1
C -4.5139 -1.0789 1.1366 0.7 0.1 0.3
H -1.5028 -4.0083 -1.2750 -0.1 -0.3 0.1
H 0.6850 0.1967 4.0721 -0.4 0.2 -0.1
H -2.7885 -1.6897 -3.2350 -1.2 0.5 -0.7
H 4.0823 -1.0183 -1.8550 -0.2 -0.2 0.3
C 1.0282 2.1527 7.6644 -0.2 -1.4 -0.1
C 3.7510 -0.8067 -0.8154 0.5 -0.5 -0.9
H 1.3354 3.9736 8.7529 -0.1 0.0 -0.1
H 2.5387 -1.0000 1.7481 0.0 -0.3 0.7
H 1.4269 -0.3617 6.2815 -0.1 0.1 -0.2
H 1.9744 3.9654 7.0634 0.1 -0.1 0.4
H 3.0650 3.6418 1.8790 -0.2 -0.2 -0.3
H -0.1078 5.1641 2.5991 -0.1 0.0 0.3
H -3.7658 -1.8996 -6.8761 0.3 0.1 0.1
H -0.9221 -4.7391 -2.8112 0.2 0.2 0.2
C -4.6710 -1.4021 -2.4658 -0.3 -0.4 -0.5
H -0.7749 1.5203 2.7097 0.1 -0.3 0.1
H -5.5566 -0.7575 -2.5925 0.4 0.1 -0.2
H -1.1261 5.8117 6.9695 0.1 0.3 -0.2
C -2.0365 -3.5632 -6.0643 0.2 -0.9 0.0
H 4.6975 -0.7314 -0.2442 -0.4 0.0 0.2
H -5.1074 -1.2967 -5.0455 0.0 -0.2 0.0
H -3.6740 -1.7879 1.2090 -0.2 0.0 0.2
H 0.6859 -3.0876 -3.3986 -0.2 0.3 -0.2
H 2.4122 2.9963 -7.1932 0.0 -0.2 0.0
C 3.0007 0.4837 -0.8408 0.7 0.5 0.1
H -0.2799 -0.4604 -2.0760 0.3 -0.1 0.0
H -2.4315 1.6241 3.2265 -0.1 -0.2 0.2
C 0.8378 -0.6248 -5.2534 -0.4 0.6 0.3
H 2.8421 -1.2869 4.6356 -0.3 -0.3 -0.2
H -0.2206 5.7526 8.4871 0.0 0.0 -0.3
O 1.1348 4.1538 1.3634 0.0 -0.4 0.3
H 1.8660 1.6259 8.1342 0.0 0.3 0.2
H 1.4581 4.6994 3.3609 -0.1 -0.3 0.3
C 2.1031 3.1546 1.6006 0.6 0.7 0.5
H -2.0969 -3.8276 -7.1310 -0.3 0.1 0.1
O 1.3777 1.5339 -6.2011 0.7 0.1 -0.7
H 0.6828 2.9663 -7.5603 0.2 -0.3 0.0
C -4.0465 -1.0926 -1.1291 0.2 0.6 -0.2
H 1.3889 -0.6916 -2.6620 -0.1 -0.1 -0.1
H 4.2301 -0.9570 3.5758 -0.5 -0.4 -0.1
C -3.2302 -1.5531 -5.9696 -1.2 -0.1 -0.5
H 2.9315 0.1908 3.6309 -0.2 -0.4 0.2
C -4.1653 -1.8052 -4.8067 0.1 0.0 0.4
C 0.3408 -0.9343 -2.8543 -0.5 -0.1 -0.1
H 0.6593 6.1424 7.0002 -0.1 -0.2 -0.3
H -0.4081 0.6309 -6.5792 0.0 -0.4 0.1
H 2.9256 -3.7722 0.2480 -0.1 0.0 0.3
N 3.0297 1.1744 0.4378 0.2 0.1 0.3
H -0.9907 -0.7648 -4.3310 0.1 0.3 -0.2
H -5.1125 -2.4297 -2.4369 0.4 0.3 0.0
H 1.9547 0.3130 -1.0754 0.0 -0.1 -0.2
H -1.1052 -3.9979 -5.6899 0.0 0.2 0.0
H -4.3712 -2.8947 -4.7385 -0.1 0.3 0.1
C 0.9616 5.0329 2.4595 0.1 0.8 -0.9
H -1.7272 0.0059 2.8903 0.0 0.1 -0.1
C -0.1665 5.5424 7.4014 -0.4 0.0 0.8
C -0.1075 0.0445 4.8331 1.3 -0.6 -0.3
C 3.1245 -0.8975 3.6635 0.5 1.0 -1.3
C 3.5820 -3.0367 -0.1951 1.1 -1.1 -1.1
H 3.4765 1.0851 -1.6402 -0.4 0.1 0.1
H 0.5682 -2.0533 2.4992 -0.6 0.1 -0.3
H 0.7681 -1.6691 -5.6030 -0.1 0.3 0.0
O 2.9220 -1.8424 -0.3449 -0.5 1.3 0.4
H -3.2475 -1.8201 -0.9059 -0.2 0.1 0.1
H 1.8418 2.5379 2.4757 -0.2 -0.1 -0.3
H -0.1397 -0.0017 6.9935 0.2 0.3 -0.4
N 0.9805 1.7099 6.2841 -0.9 -0.6 -0.8
C -0.2670 -1.7386 0.7887 -0.1 -0.7 -1.1
H 3.9886 1.4463 0.6584 -0.2 -0.1 -0.1
C 0.6478 0.3505 -6.4385 -0.4 -0.5 0.3
C 1.1623 3.6217 7.7274 0.0 1.0 -0.5
H 3.8713 -3.4115 -1.1988 0.0 -0.1 0.3
O -1.2833 -2.7043 -2.8006 1.3 1.0 -0.6
H -3.0765 -0.4805 -6.0623 0.3 0.1 0.0
H -4.1222 -0.0809 1.3839 -0.1 -0.1 0.1
O 2.4320 -1.5505 2.5576 0.6 0.6 0.7
H -0.4002 -1.0108 4.7132 -0.2 0.2 0.2
H -0.3840 -0.6575 0.6479 0.2 0.0 -0.1
H -3.5876 -0.0870 -1.1548 0.1 -0.2 -0.1
C 1.5695 2.3280 -7.3726 -0.7 0.3 0.5
H 1.3956 6.0063 2.1781 -0.1 -0.1 0.2
H -2.5738 -4.2431 -2.7053 -0.1 0.2 0.3
C 0.1245 -2.4470 -2.6973 0.0 0.4 0.3
H -2.8541 -4.0327 -5.5047 0.0 -0.1 -0.2
H 0.6411 -2.1421 0.3351 0.2 0.6 -0.1
O -0.3342 -2.1362 2.1111 0.4 -0.2 1.5
C 0.5519 0.2924 6.1667 -0.1 0.3 0.9
H 4.5204 -2.9311 0.3621 -0.2 -0.1 0.3
C -1.5418 0.9987 3.3141 -0.3 0.5 -1.2
H -1.0606 -2.2475 0.2226 -0.2 0.3 0.2
H 1.7422 1.7357 -8.2767 0.1 -0.2 0.2
```
Positions in Å, forces in eV/Å.

Output
SMILES string: COCCNCCOC.COCCNCCOC.COCCNCCOC.COCCNCCOC.CO.CO
E_LUMO, hartree: 0.0230
Relative energy (zero: lowest compared OMol25 entry of this formula, charge and spin), eV: 0.166
Electronic energy, hartree: -2002.61775